[1]
This record from OMol25 describes 2 unconnected molecules or ions with the total composition C3H4ClNO. The level of theory is the ωB97M-V functional and the def2-TZVPD basis.

Each line ends with the Mulliken charge.
Element x y z (Å)
C1 2.23353 1.37127 0.13070  0.10
C2 -0.71959 -1.24790 -0.12557  -0.91
C3 -1.08047 0.17185 0.16808  0.57
N1 1.62704 0.94871 -0.75220  -0.40
O1 -0.66001 0.82803 1.05442  -0.40
Cl1 -2.59022 0.77356 -0.59928  -0.22
H1 0.34988 -1.30060 -0.00980  0.28
H2 -0.88008 -1.54683 -1.15196  0.34
H3 2.90927 1.86641 0.74434  0.31
H4 -1.18934 -1.86451 0.54127  0.33

Output
Electronic energy   -19234.910 eV
E_LUMO   0.0336 hartree
HOMO energy   -10.5 eV
Energy relative to the best compared isomer or geometry (same formula, charge and spin)   20.0 kcal/mol
Spin multiplicity   1
SMILES   CC(=O)Cl.C#N

[2]
This record from OMol25 describes C7H12 in the gas phase. The level of theory is the ωB97M-V functional and the def2-TZVPD basis.

Each line ends with the Mulliken charge.
Element x y z (Å)
C1 0.50385 -1.99371 0.47526  -1.08
C2 -0.57823 -1.60219 -0.54840  -0.71
C3 -1.18631 -0.24814 -0.34814  0.76
C4 -2.47116 -0.03711 -0.05216  -0.91
C5 1.72593 2.29382 0.03172  -1.13
C6 0.89308 1.17892 -0.50199  0.15
C7 -0.31019 0.89513 0.00319  -0.68
H1 0.21156 -2.77771 1.16892  0.35
H2 1.47747 -2.23230 0.05284  0.27
H3 0.69081 -1.10244 1.07924  0.34
H4 -1.33564 -2.38486 -0.46262  0.37
H5 -0.24514 -1.70545 -1.58717  0.33
H6 -3.20431 -0.80019 -0.28218  0.31
H7 -2.76456 0.73866 0.63968  0.25
H8 2.06406 2.99485 -0.73736  0.31
H9 2.63078 1.95903 0.54575  0.27
H10 1.18180 2.91120 0.75053  0.33
H11 1.38188 0.34864 -1.00696  0.32
H12 -0.66569 1.56384 0.77984  0.16

Output
Electronic energy   -7451.832 eV
E_LUMO   0.0414 hartree
HOMO energy   -8.5 eV
Energy relative to the best compared isomer or geometry (same formula, charge and spin)   36.9 kcal/mol
Spin multiplicity   1
SMILES   C=C(/C=C/C)CC

[3]
This record from OMol25 describes 2 unconnected molecules or ions with the total composition C2H9N3O. The level of theory is the ωB97M-V functional and the def2-TZVPD basis.

Each line ends with the Mulliken charge.
Element x y z (Å)
C1 -0.88727 -1.11558 1.46241  -0.91
N1 -0.01091 0.02043 1.02021  -0.16
C2 -0.18622 0.66913 -0.24582  0.53
N2 -0.40797 2.06718 -0.35920  -0.44
N3 -0.14017 -0.01133 -1.38396  -0.71
H1 -0.74728 -1.97582 1.11116  0.33
H2 -0.65227 -1.13869 2.49332  0.38
H3 -2.02172 -0.79525 1.38274  0.23
H4 0.61865 0.53275 1.54402  0.25
H5 -0.52161 2.60901 0.46234  0.19
H6 -0.70932 2.37157 -1.33975  0.22
H7 -0.43209 0.28325 -2.22956  0.10
H8 1.26170 -1.31566 -1.36846  0.37
H9 2.68085 -0.71114 -1.13025  0.28
O1 2.15563 -1.48984 -1.41920  -0.67

Output
Electronic energy   -8735.870 eV
E_LUMO   0.0260 hartree
HOMO energy   -9.1 eV
Energy relative to the best compared isomer or geometry (same formula, charge and spin)   59.3 kcal/mol
Spin multiplicity   1
SMILES   [H]/N=C(\N)NC.O

[4]
This record from OMol25 describes a molecular structure, C22H23Cl2N3O2. The level of theory is the ωB97M-V functional and the def2-TZVPD basis.

Each line ends with the Mulliken charge.
Element x y z (Å)
O1 2.22362 -1.11097 0.37066  -0.71
C1 1.41693 -0.44838 -0.46071  -0.29
N1 0.62514 0.59252 -0.06226  0.58
C2 -0.18336 1.33759 -0.99047  -0.45
H1 -0.12896 1.09673 -2.22876  0.29
C3 -1.48529 1.09799 -0.48136  -0.46
N2 -1.43798 1.51859 0.93877  0.27
C4 -2.05837 2.78934 1.17571  0.48
C5 -3.07774 3.41264 0.52367  -1.09
C6 -3.37069 4.82805 0.88895  -0.74
C7 -2.77618 5.31378 2.03453  -0.51
C8 -1.76580 4.67663 2.53576  0.56
C9 -1.30046 3.63946 2.07254  -0.25
H2 -0.50982 3.07150 2.89683  0.06
Cl1 -0.91047 5.64478 3.73317  -0.24
H3 -2.84824 6.44626 2.20476  0.26
H4 -4.07782 5.36669 0.32483  0.42
H5 -3.47569 2.96494 -0.16526  0.98
C10 -0.87324 0.77845 1.81213  -0.06
H6 -0.73013 1.00857 2.89023  0.45
C11 0.66567 0.86249 1.15685  -0.48
H7 1.50741 0.12575 1.91584  0.22
H8 1.02609 1.88769 1.42910  0.27
H9 -0.87643 -0.36603 1.79371  -0.63
H10 -2.54886 1.55211 -1.10020  0.27
H11 -1.91656 0.09014 -0.45507  0.08
H12 0.20338 2.44444 -1.00640  0.24
C12 1.32411 -1.07987 -1.88040  -0.12
N3 1.96260 -2.44442 -2.07817  0.43
C13 3.19701 -2.54361 -2.35071  1.05
O2 3.57488 -3.72656 -2.47790  -0.76
C14 3.70002 -1.24623 -2.64226  -0.92
H13 4.46961 -1.19729 -3.29523  0.59
C15 2.63178 -0.24685 -2.84705  -1.74
H14 2.79404 0.71977 -2.41173  0.35
H15 2.22785 -0.30069 -3.62670  1.01
H16 4.14505 -0.99272 -1.69821  0.27
C16 1.07293 -3.46515 -1.68987  -2.42
C17 0.21472 -3.40302 -0.50017  0.72
C18 0.93525 -3.88710 0.74350  0.63
C19 0.40471 -3.44717 1.95658  -1.15
C20 -0.80261 -3.18521 2.11400  -0.66
C21 -1.59410 -2.75003 0.76085  -0.40
C22 -0.95168 -2.81049 -0.52053  -0.02
H17 -1.63746 -2.69855 -1.37279  0.40
H18 -2.72385 -2.13447 0.86734  0.17
H19 -1.41411 -2.79786 2.90660  0.50
H20 0.86588 -3.66071 2.73891  0.94
Cl2 2.33500 -4.41930 0.55934  -0.23
H21 0.17994 -3.59952 -2.63925  0.25
H22 1.38603 -4.41465 -1.94420  0.92
H23 0.38621 -0.89006 -2.41949  0.67

Output
Electronic energy   -56781.064 eV
E_LUMO   0.0055 hartree
HOMO energy   -7.5 eV
Energy relative to the best compared isomer or geometry (same formula, charge and spin)   408.0 kcal/mol
Spin multiplicity   1

[5]
This record from OMol25 describes a gas-phase ion, C8H14N3S (charge +1). The level of theory is the ωB97M-V functional and the def2-TZVPD basis.

Each line ends with the Mulliken charge.
Element x y z (Å)
C1 0.48836 1.93239 0.04273  0.32
C2 -2.03530 0.64303 -0.81851  0.19
C3 1.52668 1.95376 1.14348  -0.23
C4 2.40457 0.73916 0.84833  -0.55
C5 1.88654 -0.55936 1.26994  -0.72
C6 0.64688 -1.07892 0.57653  0.13
C7 0.92262 -1.43919 -0.85592  -1.21
C8 -4.46919 0.75672 -0.57207  -0.74
N1 -1.35305 -0.06328 -0.10584  -0.16
N2 -0.35193 -0.08594 0.63032  -0.16
N3 -3.22044 0.82289 -1.35761  -0.17
S1 -0.38373 2.45887 -1.12218  -0.22
H1 2.03783 2.86730 0.86538  0.32
H2 1.14031 1.94293 2.21831  0.30
H3 2.84936 0.82508 -0.28252  0.27
H4 3.43120 0.90933 1.35996  0.31
H5 2.73427 -1.22805 1.10982  0.36
H6 1.63266 -0.52699 2.32734  0.34
H7 0.14596 -1.82500 1.20433  0.41
H8 1.36173 -0.52697 -1.43896  0.20
H9 -0.06133 -1.87568 -1.20106  0.40
H10 1.66163 -2.20366 -0.76728  0.44
H11 -4.04241 0.75289 0.50843  0.27
H12 -5.14961 1.53270 -0.99813  0.31
H13 -4.92044 -0.29190 -0.59853  0.26
H14 -3.17276 1.28279 -2.27847  0.31

Output
Electronic energy   -23816.754 eV
E_LUMO   -0.1683 hartree
HOMO energy   -12.6 eV
Energy relative to the best compared isomer or geometry (same formula, charge and spin)   108.2 kcal/mol
Net charge   +1
Spin multiplicity   1

[6]
This record from OMol25 describes a molecular structure, C12H32IOP2RuSi. The level of theory is the ωB97M-V functional and the def2-TZVPD basis.

Each line ends with the Mulliken charge.
Element x y z (Å)
C1 2.43700 -1.56354 1.01425  -1.40
I1 -2.60971 -0.79555 -0.58537  0.20
H1 2.51197 -2.61342 0.75006  0.33
H2 2.48088 -1.44205 2.10323  0.52
H3 3.23149 -0.99175 0.52334  0.48
Ru1 0.68238 -0.84247 0.27562  -0.15
P1 -0.42961 -2.01978 2.11028  1.06
C2 -0.94563 -0.79158 3.36936  -1.13
C3 -1.96809 -3.00366 1.89745  -1.32
H4 -2.13842 -3.61957 2.78953  0.44
H5 -0.09204 -3.64686 3.87323  0.46
H6 -1.86168 -3.66271 1.03006  0.40
H7 0.89165 -4.02978 2.43172  0.42
H8 -1.64230 -0.08012 2.90832  0.21
H9 -2.82424 -2.33489 1.73794  0.33
C4 0.55047 -3.22190 3.09027  -1.41
H10 -1.44100 -1.31116 4.19871  0.45
H11 1.41457 -2.72669 3.54340  0.39
H12 -0.06227 -0.25455 3.73821  0.37
P2 1.55508 -0.53181 -1.85139  1.39
C5 1.98269 1.18785 -2.23444  -1.08
C6 3.14792 -1.34979 -2.18338  -1.31
H13 0.25897 -2.17702 -3.07500  0.41
H14 1.31509 -1.25168 -4.16547  0.45
H15 -0.20463 -0.54795 -3.58498  0.39
C7 0.64152 -1.17412 -3.30082  -1.30
H16 3.03234 -2.42490 -1.99704  0.41
H17 3.40688 -1.17870 -3.23655  0.51
H18 2.47720 1.24426 -3.20025  0.48
H19 2.62466 1.57482 -1.42315  0.38
H20 3.90721 -0.92121 -1.52894  0.42
H21 1.09139 1.81240 -2.27092  0.12
C8 1.09989 0.62318 1.34448  0.28
O1 1.36964 1.46928 2.12208  -0.31
C9 -2.57237 2.64380 -2.12272  -0.94
Si1 -1.63965 2.82072 -0.54674  -0.22
C10 -0.33127 4.10771 -0.54722  -0.93
C11 -2.46923 2.51835 1.06660  -0.85
C12 -0.74134 0.26279 -0.89821  -0.54
H22 -3.21916 3.53436 -2.19081  0.42
H23 -3.19499 1.73645 -2.15732  0.32
H24 -1.89863 2.63796 -2.99477  0.32
H25 -0.88473 5.07127 -0.48986  0.40
H26 0.33207 4.01417 0.32306  0.33
H27 0.27163 4.08422 -1.46992  0.34
H28 -3.04250 1.57435 1.08641  0.26
H29 -1.73970 2.49829 1.89250  0.28
H30 -3.15391 3.37130 1.20125  0.44
H31 -0.71900 0.42496 -1.97979  0.33
H32 -0.88855 1.29673 -0.38627  0.17

Output
Electronic energy   -52127.141 eV
E_LUMO (spin up / spin down)   -0.2202 / -0.3766 hartree
HOMO energy (spin up / spin down)   -11.4 / -16.0 eV
Energy relative to the best compared isomer or geometry (same formula, charge and spin)   37.6 kcal/mol
Net charge   +2
Spin multiplicity   6
⟨S²⟩   8.77